ORCA calculation (ωB97M-V/def2-TZVPD) on a molecular structure, C28H25MnN6O8 at a distorted geometry.

Calculated values
HOMO energy (alpha / beta)	-0.4055 / -0.4105	Ha
HOMO-LUMO gap (alpha / beta)	0.2636 / 0.2659	Eh
net charge	+1
E_LUMO (alpha / beta)	-3.86 / -3.93	eV
multiplicity	6

Structure (XYZ):
```
68
Properties=species:S:1:pos:R:3:lowdin_charge:R:1
H -5.1172 -0.2709 -1.6758 0.110
Mn -0.3293 -0.4778 0.4747 0.870
C -0.6348 -3.6088 1.1767 -0.114
C 3.8639 -0.0114 -2.3757 -0.002
C -1.1190 1.7345 4.1029 -0.079
H -0.6561 -4.2854 4.9841 0.059
C -5.2511 -1.1407 0.2047 -0.031
C 0.0281 2.0664 2.0586 -0.465
H -2.7736 0.7942 -2.6010 0.139
O 4.0467 1.7661 1.1463 0.087
H -6.3286 -1.3255 0.1443 0.126
C -0.6043 -4.2398 2.4377 -0.044
C 0.2820 1.8859 -4.4493 -0.041
H 0.1523 3.6507 -6.2242 0.116
H -1.0091 -5.1967 2.7129 0.110
C 2.8558 -0.8913 -2.6669 0.006
C 0.4602 2.6541 -1.7073 0.015
C 2.8898 0.2430 -0.2376 -0.131
H -2.1377 1.9231 4.4889 0.130
C -1.0411 0.4670 3.3108 -0.442
N -1.2125 0.8842 -1.1575 0.057
H 4.2373 2.2129 1.9770 0.138
N -0.0292 -2.3949 1.3429 -0.062
C 0.0997 -3.5755 4.8392 0.035
H -0.8807 0.1491 -3.5549 0.095
H 1.0532 -1.4738 2.9942 0.130
H -2.6213 -1.2577 2.4094 0.115
N -2.4888 -0.8425 0.3237 0.044
H -1.6014 3.2222 2.5531 0.141
C 3.8725 0.6192 -1.1546 0.033
C -3.2016 -0.3976 -0.7667 -0.204
H -0.2106 -2.5243 5.1396 0.105
C 1.8617 -1.1343 -1.7515 -0.176
C -4.5843 -0.5870 -0.8286 -0.018
C -3.1744 -1.1541 1.4136 -0.101
H -5.0732 -1.7018 2.2966 0.101
H 2.9012 -1.4699 -3.5905 0.139
H 4.5506 0.3070 -3.1264 0.123
H 0.5403 2.8821 -0.6297 0.084
C 1.8545 3.7064 -5.1539 -0.389
N -0.3711 0.7183 2.0604 0.027
H 4.6122 1.3715 -0.9616 0.128
C 3.2103 0.6850 1.2163 -0.413
C -4.5514 -1.4203 1.4196 0.016
O 1.1358 3.6538 -6.4185 0.011
C 0.3950 -2.2532 2.6001 -0.145
H -0.1959 3.7206 3.4551 0.125
C 1.3338 3.2169 -2.6666 0.010
O -1.3411 -0.6622 3.6958 -0.014
O 1.6465 -3.3208 -2.6367 0.112
H -0.4592 1.7483 5.0192 0.150
H -1.0208 -3.9350 0.2040 0.109
O 2.9802 4.0589 -5.1472 0.156
C 0.9680 -2.3083 -2.0084 -0.422
C -0.3959 1.1024 -3.4976 -0.002
C -2.3981 0.4688 -1.6244 -0.015
H 2.0476 4.0225 -2.4436 0.132
C -0.7186 2.8321 3.1102 -0.081
O 2.6920 0.3494 2.2476 0.117
O 0.8468 2.4821 1.2334 0.006
C -0.4159 1.5937 -2.1185 -0.230
N 1.8230 -0.5154 -0.5358 0.160
H 2.4351 -3.7132 -2.2727 0.129
H 0.2477 1.6335 -5.5299 0.134
C 1.0091 2.9812 -4.0255 -0.137
N 0.1323 -3.4297 3.3154 -0.086
O -0.2123 -2.3639 -1.7711 0.115
H 1.0949 -3.9236 5.2011 0.101
```



ORCA calculation (ωB97M-V/def2-TZVPD) on a molecular structure, C28H25N4O2S2V at a distorted geometry.

Calculated values
HOMO energy (alpha / beta)	-0.5978 / -0.5978	Ha
HOMO-LUMO gap (alpha / beta)	0.1574 / 0.2048	Eh
net charge	+3
E_LUMO (alpha / beta)	-11.98 / -10.69	eV
multiplicity	2

Structure (XYZ):
```
62
Properties=species:S:1:pos:R:3:lowdin_charge:R:1
C -0.9910 3.7895 -2.3246 -0.204
C -2.8176 -1.7732 6.0063 -0.039
H -3.4394 -1.5609 1.6129 0.103
H 5.0516 -4.7071 0.6050 0.122
O -0.9112 1.3916 -3.5011 -0.201
H -2.8967 -2.4530 6.8439 0.124
N -1.6070 2.8346 -1.5912 -0.028
H 1.9438 5.0939 -5.6775 0.140
C -2.6652 -1.4048 3.6345 -0.234
C 0.5649 2.0323 -5.2797 0.058
H 4.0524 -3.1604 -3.2573 0.117
C -2.5361 -0.8704 -2.5731 -0.091
H -2.8682 -0.0153 7.2268 0.123
C 0.2470 -0.6042 0.1054 -0.541
H -2.9045 2.9539 0.1347 0.098
H 5.0814 -4.9174 -1.8558 0.123
H 2.7155 0.1665 -0.1933 0.103
C 3.9248 -2.8865 0.5871 -0.041
C 1.3164 3.0418 -5.8344 0.008
C 4.5867 -4.0748 -1.3920 -0.040
S -2.4134 0.1532 0.0043 0.824
C -2.7201 0.4694 5.1412 -0.051
C 0.6032 4.5805 -4.0931 0.029
N -1.3349 -1.6633 1.5885 -0.037
C 4.0001 -3.0938 -2.1788 -0.050
C 3.3625 -2.0154 -1.5844 -0.049
C 3.3203 -1.9076 -0.1970 -0.222
H 1.8956 -2.2910 2.2987 0.134
C -2.6476 -0.0288 3.8515 -0.045
C -0.1640 3.5869 -3.5096 -0.045
N -1.3000 4.9821 -1.7989 0.171
H 3.9535 -2.7929 1.6685 0.115
H 0.5172 1.0452 -5.7217 0.147
H -2.7288 -3.0462 2.2633 0.148
H 3.1927 -0.4649 1.3883 0.149
C -0.2026 -2.4675 2.0764 -0.046
C 2.6814 -0.7043 0.4560 -0.075
H -2.5098 5.6491 -0.1509 0.150
H 2.9228 -1.2424 -2.2045 0.086
C -2.8078 -0.4046 6.2193 -0.040
H -0.0858 -3.3340 1.4213 0.165
H -2.7617 -3.3490 4.5553 0.124
H 0.6496 5.5713 -3.6591 0.132
C -0.1627 2.3111 -4.1252 -0.226
C -2.3224 3.4829 -0.5978 -0.074
H -2.5930 0.6586 3.0116 0.093
H -0.9956 5.8776 -2.1554 0.186
H 1.8855 2.8558 -6.7351 0.139
C -2.1330 4.8196 -0.7255 0.010
C 1.0472 -1.6362 2.1185 -0.048
N 1.2597 -0.9680 0.8222 -0.035
H -0.4448 -2.8193 3.0773 0.149
H -2.7238 1.5380 5.3104 0.116
V -1.6771 0.8958 -2.1625 0.610
S 0.4493 0.1532 -1.4157 0.897
O -3.2533 -1.7004 -2.7770 0.263
C -2.7399 -2.2756 4.7141 -0.032
C 1.3395 4.3095 -5.2405 0.026
C -2.6411 -1.9597 2.2307 -0.071
H 1.0212 -0.8780 2.9044 0.165
C 4.5579 -3.9663 -0.0092 -0.042
C -1.1436 -0.8070 0.6434 -0.540
```



Calculated values (eV) of energy relative to the best compared isomer or geometry (same formula, charge and spin) for the records, taken in order: 2.420; 0.779.